(1)
{
  "formula": "C15H14MnN5O3S2",
  "method": "ωB97M-V/def2-TZVPD",
  "symbols": ["Mn", "C", "C", "N", "N", "C", "N", "S", "C", "C", "C", "C", "C", "N", "H", "H", "H", "H", "H", "H", "H", "H", "H", "H", "O", "S", "O", "N", "C", "O", "C", "C", "C", "C", "C", "C", "H", "H", "H", "H"],
  "xyz": [[0.6080, 0.4757, 0.3812], [-0.5046, 3.0189, -2.8542], [0.0888, 2.0355, -1.9132], [-0.0128, 2.0552, -0.6266], [-0.5797, 3.0676, 0.1117], [-0.0186, 3.2504, 1.3282], [-0.3791, 4.2619, 2.0723], [1.1828, 2.1326, 1.8763], [0.9778, 0.9472, -2.3767], [1.3187, 0.7180, -3.6821], [2.3168, -0.2293, -3.9577], [2.9341, -0.8902, -2.9169], [2.5166, -0.6416, -1.6110], [1.5696, 0.2575, -1.3631], [-1.1576, 3.7494, -2.3862], [-1.0982, 2.4748, -3.5944], [0.2897, 3.5485, -3.3859], [-1.2185, 3.7197, -0.3235], [-1.0477, 4.9606, 1.7717], [0.0087, 4.3762, 3.0003], [0.8432, 1.2682, -4.4833], [2.6076, -0.4238, -4.9821], [3.7267, -1.6057, -3.0893], [2.9484, -1.1585, -0.7639], [-1.3995, 0.2452, 1.1093], [-1.7219, -1.1086, 0.5345], [-2.7350, -1.1993, -0.4364], [-0.1309, -1.3381, 0.0013], [0.5096, -1.7009, 1.1822], [1.4932, -0.9366, 1.4352], [-0.2648, -2.5785, 2.0318], [0.0987, -3.4766, 3.0154], [-0.9307, -4.1569, 3.6707], [-2.2682, -3.9292, 3.3589], [-2.6558, -3.0034, 2.3831], [-1.6346, -2.3489, 1.7411], [1.1374, -3.6693, 3.2492], [-0.6838, -4.8813, 4.4355], [-3.0359, -4.4755, 3.8916], [-3.6982, -2.8109, 2.1649]],
  "lowdin_charge": [0.79, 0.06, -0.15, -0.05, 0.07, -0.67, 0.21, 0.92, -0.17, 0.07, 0.06, 0.04, -0.02, 0.02, 0.09, 0.13, 0.13, 0.18, 0.16, 0.15, 0.15, 0.15, 0.15, 0.14, -0.31, 0.81, -0.15, -0.03, -0.39, 0.02, -0.11, 0.07, 0.03, 0.04, 0.04, -0.21, 0.15, 0.14, 0.14, 0.15],
  "e_above_lowest_ev": 0.000,
  "spin_multiplicity": 4,
  "s_squared": 4.069,
  "energy_ev": -82336.459,
  "largest_force_ev_per_a": 0.53,
  "total_charge": 3,
  "orbital_gap_ev": [5.9, 7.5]
}

***

(2)
{
  "formula": "C15H14N2O2S2",
  "method": "ωB97M-V/def2-TZVPD",
  "symbols": ["C", "C", "H", "H", "S", "C", "N", "C", "C", "C", "C", "C", "C", "N", "S", "O", "O", "C", "C", "C", "C", "C", "C", "H", "H", "H", "H", "H", "H", "H", "H", "H", "H", "H", "H"],
  "xyz": [[2.1234, -0.3561, 3.9050], [1.7149, 0.3990, 2.6577], [1.5693, 1.4597, 2.8597], [2.4305, 0.2556, 1.8482], [0.0970, -0.2422, 2.0460], [-0.1725, 0.9379, 0.7866], [-0.7841, 2.0636, 0.9495], [-0.7965, 2.6627, -0.2882], [-1.3214, 3.8863, -0.6846], [-1.1917, 4.2325, -2.0134], [-0.5571, 3.3926, -2.9302], [-0.0256, 2.1724, -2.5573], [-0.1545, 1.8192, -1.2256], [0.2461, 0.7014, -0.5114], [1.1355, -0.6625, -1.0369], [1.2895, -0.5104, -2.4480], [2.3100, -0.7495, -0.2269], [0.0065, -1.9941, -0.6826], [0.3676, -2.9880, 0.2036], [-0.5317, -4.0085, 0.4638], [-1.7686, -4.0151, -0.1624], [-2.1135, -3.0111, -1.0541], [-1.2175, -1.9891, -1.3208], [-1.4514, -1.1960, -2.0141], [-3.0774, -3.0227, -1.5391], [-2.4701, -4.8088, 0.0458], [-0.2697, -4.7935, 1.1560], [1.3349, -2.9404, 0.6769], [0.4696, 1.5203, -3.2576], [-0.4779, 3.7059, -3.9603], [-1.5883, 5.1762, -2.3569], [-1.8089, 4.5276, 0.0312], [2.2380, -1.4149, 3.6874], [3.0725, 0.0311, 4.2692], [1.3733, -0.2410, 4.6837]],
  "lowdin_charge": [-0.17, -0.48, 0.08, 0.06, 0.97, -0.65, 0.14, -0.22, -0.01, -0.09, -0.08, -0.01, -0.18, -0.08, 0.71, -0.26, -0.27, -0.32, -0.09, -0.06, -0.07, -0.06, -0.05, 0.12, 0.11, 0.11, 0.11, 0.11, 0.10, 0.10, 0.10, 0.11, 0.07, 0.08, 0.07],
  "smiles": "CCSc1nc2ccccc2n1S(=O)(=O)c1ccccc1",
  "e_above_lowest_ev": 0.000,
  "energy_ev": -44527.620,
  "largest_force_ev_per_a": 0.97,
  "orbital_gap_ev": 9.1
}

***

(3)
{
  "formula": "C15H14N2O7S",
  "method": "ωB97M-V/def2-TZVPD",
  "symbols": ["C", "C", "H", "H", "O", "C", "O", "C", "N", "C", "O", "S", "C", "C", "C", "C", "C", "C", "C", "C", "H", "H", "O", "C", "H", "H", "H", "N", "O", "O", "H", "H", "C", "O", "H", "H", "H", "H", "H"],
  "xyz": [[5.9449, -0.4903, 1.1499], [4.9591, 0.1981, 0.2190], [5.4191, 0.3913, -0.7550], [4.5868, 1.1299, 0.6492], [3.7907, -0.6077, 0.0257], [3.8683, -1.5816, -0.8744], [4.8042, -1.7991, -1.5904], [2.5771, -2.3999, -0.9108], [1.7301, -2.1303, 0.2269], [2.1455, -2.4930, 1.4813], [3.1347, -3.1048, 1.7530], [0.9409, -1.9203, 2.6580], [-0.0551, -1.1757, 1.4012], [-1.2176, -0.5864, 1.7644], [-2.2388, 0.1190, 1.0326], [-2.1153, 0.6015, -0.2661], [-3.1516, 1.2858, -0.8913], [-4.3492, 1.5689, -0.2139], [-4.4701, 1.0597, 1.0934], [-3.4591, 0.3619, 1.6946], [-3.5974, -0.0054, 2.7004], [-5.3939, 1.2608, 1.6119], [-5.3821, 2.3213, -0.6056], [-5.3436, 3.1429, -1.7548], [-5.4581, 2.5598, -2.6730], [-6.1864, 3.8242, -1.6465], [-4.4151, 3.7194, -1.8032], [-2.9192, 1.5940, -2.2836], [-1.8588, 2.0958, -2.5781], [-3.7905, 1.2851, -3.0710], [-1.2130, 0.4309, -0.8315], [-1.4375, -0.6654, 2.8240], [0.5690, -1.3893, 0.0881], [0.1670, -1.0325, -0.9946], [2.8441, -3.4593, -0.9462], [2.0127, -2.1327, -1.8102], [6.7806, 0.1735, 1.3510], [6.3188, -1.4006, 0.6880], [5.4590, -0.7495, 2.0876]],
  "lowdin_charge": [-0.05, -0.20, 0.12, 0.12, 0.00, -0.47, 0.13, 0.01, -0.02, -0.73, 0.08, 1.10, -0.39, -0.04, -0.19, 0.08, -0.06, -0.20, 0.02, -0.01, 0.12, 0.13, -0.04, -0.05, 0.09, 0.10, 0.11, -0.36, 0.11, 0.08, 0.11, 0.11, -0.41, 0.11, 0.15, 0.14, 0.08, 0.08, 0.08],
  "energy_ev": -43927.542,
  "largest_force_ev_per_a": 1.01,
  "orbital_gap_ev": 7.8
}

***

(4)
{
  "formula": "C15H14N5OV",
  "method": "ωB97M-V/def2-TZVPD",
  "symbols": ["V", "O", "C", "N", "C", "C", "C", "C", "C", "C", "N", "C", "C", "C", "C", "C", "N", "H", "H", "H", "H", "H", "H", "H", "H", "H", "H", "N", "C", "C", "N", "C", "H", "H", "H", "H"],
  "xyz": [[0.0389, 1.7304, 0.3118], [-1.1874, 1.5035, 4.0022], [-1.2313, 1.3241, 2.8616], [0.1682, 1.4022, 2.0338], [1.3792, 0.9094, 2.6726], [2.3670, 0.7133, 1.5636], [3.6556, 0.2569, 1.6752], [4.4157, 0.1015, 0.5086], [3.8683, 0.4191, -0.7362], [2.5787, 0.8938, -0.7963], [1.8356, 1.0281, 0.3405], [-2.2543, 0.9841, 1.8537], [-3.5436, 0.6440, 2.1754], [-4.4170, 0.3029, 1.1258], [-3.9501, 0.3182, -0.1799], [-2.6318, 0.6809, -0.4346], [-1.7869, 1.0116, 0.5653], [1.6872, 1.6332, 3.4466], [1.1381, -0.0182, 3.2157], [4.0735, 0.0112, 2.6456], [5.4348, -0.2674, 0.5764], [4.4411, 0.3072, -1.6495], [2.1161, 1.1746, -1.7402], [-3.8649, 0.6315, 3.2124], [-5.4434, 0.0217, 1.3421], [-4.5905, 0.0414, -1.0105], [-2.2428, 0.6857, -1.4495], [-0.2184, 5.6134, -0.5970], [0.5156, 5.7777, 0.5716], [0.6763, 4.5477, 1.0992], [0.0479, 3.6174, 0.2485], [-0.5002, 4.3502, -0.7785], [-0.5155, 6.3709, -1.2144], [0.8479, 6.7503, 0.9059], [1.1908, 4.2452, 1.9955], [-1.0915, 3.9714, -1.6021]],
  "lowdin_charge": [1.30, 0.34, -0.23, 0.01, -0.03, -0.19, 0.09, 0.11, 0.06, -0.02, -0.04, -0.15, 0.13, 0.11, 0.08, -0.01, -0.03, 0.19, 0.19, 0.17, 0.17, 0.16, 0.15, 0.17, 0.17, 0.16, 0.15, 0.18, 0.06, -0.03, -0.09, -0.05, 0.22, 0.17, 0.14, 0.17],
  "energy_ev": -50920.331,
  "largest_force_ev_per_a": 2.39,
  "total_charge": 4,
  "orbital_gap_ev": 5.7
}